No. 1
Entry from the Open Molecules 2025 dataset: a molecular structure, C26H28N2O6 (ωB97M-V with the def2-TZVPD basis set).

Geometry (Å):
1 C -4.9567 1.6060 5.9704
2 C -4.4581 0.7965 4.9457
3 C -4.6517 -0.6988 5.2318
4 N -3.9073 -1.5005 4.2350
5 C -4.5850 -1.5765 3.2096
6 O -5.6120 -1.2858 2.9412
7 C -3.8787 -2.8490 2.0628
8 H -4.8541 -2.6518 1.1700
9 H -4.0371 -3.6665 2.4087
10 O -2.7939 -2.4176 1.5811
11 C -2.8075 -1.9980 0.0967
12 O -3.7069 -1.6626 -0.5863
13 C -1.2592 -1.4762 0.0199
14 C -0.2945 -2.2492 0.5279
15 C 1.0360 -1.7776 0.1928
16 C 1.3776 -1.1549 -0.9065
17 C 0.2843 -0.5273 -1.4435
18 C -1.0258 -0.8421 -1.2029
19 H -2.1245 -0.3849 -1.7524
20 C 0.7569 0.1965 -2.7369
21 O 0.1218 1.0550 -3.5421
22 N 2.1875 0.0649 -2.7295
23 C 2.4681 -0.6837 -1.6071
24 O 3.7299 -1.0145 -1.2976
25 C 2.8070 1.0235 -3.6057
26 C 4.0747 1.4668 -2.9326
27 C 5.1320 2.1619 -3.7070
28 C 4.6323 2.0870 -5.3055
29 C 3.7506 1.4178 -5.7316
30 C 2.7910 0.7971 -4.7806
31 H 1.7797 0.3824 -5.2960
32 H 3.3952 1.6111 -6.7723
33 O 5.6567 2.7215 -5.9809
34 C 5.6045 2.8836 -7.3078
35 C 6.7546 3.6167 -7.9388
36 H 7.4779 2.9818 -7.8251
37 H 6.6252 4.7433 -7.5386
38 H 6.6825 3.4051 -9.0415
39 H 5.4773 1.7765 -7.8392
40 H 4.6010 3.2230 -7.7851
41 H 5.9684 2.4523 -3.3571
42 H 4.4871 1.2715 -2.0544
43 H 2.0133 -2.3139 0.6855
44 H -0.2955 -2.8125 1.4655
45 C -2.5858 -2.0252 4.3583
46 C -1.5892 -1.0495 4.8788
47 C -0.9250 -0.3107 3.6960
48 C -0.0943 -1.3214 4.4672
49 H 0.5742 -0.8957 4.8411
50 H 0.1553 -2.2690 3.6304
51 H -0.7889 0.7807 3.6711
52 H -1.3917 -0.4997 2.5592
53 H -1.8407 -0.4750 5.7395
54 H -2.2238 -2.8106 3.7658
55 H -2.6747 -2.8334 5.5174
56 H -4.0021 -1.0970 6.1135
57 H -5.5113 -0.8267 5.2789
58 H -3.2450 1.0557 4.6148
59 H -4.9699 0.9412 3.8492
60 H -5.9797 1.1574 6.2068
61 H -4.4624 1.6266 6.9613
62 H -4.8700 2.6542 5.7109

Values from the calculation:
- Spin multiplicity: 1
- Energy relative to the best compared isomer or geometry (same formula, charge and spin): 2469.2 kJ/mol
- HOMO level: -8.211 eV
- Calculated total energy: -42658.119 eV
- Gap between HOMO and LUMO: 6.81 eV

***

No. 2
Entry from the Open Molecules 2025 dataset: a molecular structure, C26H28N3O7OsPS2 (ωB97M-V with the def2-TZVPD basis set).

Geometry (Å):
1 Os -0.4842 -0.2818 0.2369
2 O 2.3259 -3.9249 1.5661
3 C 2.2371 -4.6355 0.4114
4 C 3.0990 -5.7089 0.1908
5 C 3.0489 -6.4283 -0.9864
6 C 2.1333 -6.0826 -1.9716
7 C 1.2810 -5.0182 -1.7555
8 C 1.3036 -4.2791 -0.5709
9 C 0.3635 -3.1343 -0.4176
10 O 0.2999 -2.4977 0.6752
11 N -0.3514 -2.8249 -1.4905
12 N -1.1310 -1.7299 -1.2324
13 C -2.1904 -1.5573 -1.9353
14 C -3.1896 -0.5602 -1.6509
15 C -4.2068 -0.3640 -2.5937
16 C -5.2701 0.4704 -2.3394
17 C -5.3589 1.1074 -1.1019
18 C -4.3859 0.9218 -0.1437
19 C -3.2756 0.1091 -0.4081
20 O -2.3766 -0.0320 0.5735
21 H 2.9727 -4.3484 2.1399
22 H 3.8139 -5.9729 0.9615
23 H 3.7263 -7.2587 -1.1337
24 H 2.0858 -6.6386 -2.8968
25 H 0.5610 -4.7301 -2.5081
26 H -2.3763 -2.2660 -2.7403
27 H -4.1403 -0.8905 -3.5363
28 H -6.0367 0.6186 -3.0854
29 H -6.2027 1.7485 -0.8861
30 H -4.4476 1.3966 0.8238
31 O 0.3016 1.7141 -3.3332
32 C 0.2943 1.1388 -2.2673
33 O -0.6380 1.1747 -1.3740
34 C 1.5010 0.2937 -1.8599
35 C 2.6129 0.1843 -2.6727
36 C 3.7031 -0.5345 -2.2146
37 C 3.6573 -1.0984 -0.9480
38 C 2.5109 -0.9635 -0.1884
39 N 1.4464 -0.2964 -0.6532
40 H 2.5874 0.6766 -3.6340
41 H 4.5834 -0.6479 -2.8320
42 H 4.4921 -1.6546 -0.5475
43 H 2.4082 -1.4017 0.7953
44 C 1.6372 3.0324 0.2033
45 C 2.2457 3.4070 1.5383
46 C 1.9428 4.8315 1.9664
47 O 1.8974 2.4831 2.6031
48 P 0.5092 1.9560 3.1476
49 S 0.4847 1.8227 5.0655
50 S 0.2599 -0.0040 2.4053
51 O -0.4953 2.9573 2.4462
52 C -1.9313 3.1406 2.5590
53 C -2.6458 2.0292 3.2957
54 C -2.4243 3.3451 1.1400
55 H 2.0921 3.6421 -0.5782
56 H 0.5631 3.1904 0.1831
57 H 1.8463 1.9884 -0.0174
58 H 3.3296 3.2746 1.4761
59 H 0.8691 4.9977 2.0171
60 H 2.3689 5.5278 1.2434
61 H 2.3773 5.0349 2.9435
62 H -2.0304 4.0733 3.1250
63 H -2.5459 1.0803 2.7729
64 H -3.7059 2.2835 3.3429
65 H -2.2719 1.9174 4.3088
66 H -2.2521 2.4512 0.5245
67 H -1.9156 4.1871 0.6711
68 H -3.4931 3.5572 1.1519

Values from the calculation:
- Spin multiplicity: 5
- HOMO level (alpha / beta): -7.962 / -8.290 eV
- Calculated total energy: -79647.386 eV
- Gap between HOMO and LUMO (alpha / beta): 7.53 / 6.23 eV

***

No. 3
Entry from the Open Molecules 2025 dataset: a molecular structure, C26H28N4O2STi (ωB97M-V with the def2-TZVPD basis set).

Geometry (Å):
1 Ti -0.5466 0.6975 0.6117
2 C 1.9630 3.8184 1.2609
3 C 0.9172 2.9526 0.6098
4 O 0.6439 1.8245 1.2590
5 C 0.2831 3.3509 -0.6041
6 C 0.5891 4.6269 -1.1505
7 C 0.0190 5.0943 -2.3074
8 C -0.9056 4.3090 -2.9981
9 C -1.2376 3.0639 -2.5059
10 C -0.6765 2.5569 -1.3323
11 O -1.0568 1.3352 -0.9439
12 H 2.3818 3.2752 2.1054
13 H 1.5323 4.7528 1.6305
14 H 2.7649 4.0708 0.5647
15 H 1.2828 5.2649 -0.6211
16 H 0.2816 6.0757 -2.6805
17 H -1.3692 4.6722 -3.9057
18 H -1.9567 2.4350 -3.0163
19 S -3.4381 -2.4427 1.5174
20 C -1.8946 -3.2712 1.6001
21 C -1.6600 -4.6204 1.7916
22 C -0.3462 -5.0695 1.8539
23 C 0.7064 -4.1698 1.7351
24 C 0.4735 -2.8180 1.5404
25 C -0.8387 -2.3522 1.4594
26 N -1.2333 -1.0473 1.2569
27 C -2.5997 -0.9081 1.3384
28 C -3.1655 0.3787 1.5377
29 C -4.5148 0.6243 1.8536
30 C -4.9129 1.9104 2.1522
31 C -3.9936 2.9606 2.1370
32 C -2.6641 2.7195 1.8062
33 C -2.2125 1.4405 1.5043
34 H -2.4894 -5.3072 1.8998
35 H -0.1474 -6.1219 2.0069
36 H 1.7258 -4.5300 1.8022
37 H 1.2869 -2.1087 1.4687
38 H -5.2279 -0.1928 1.8710
39 H -5.9472 2.1069 2.4064
40 H -4.3194 3.9649 2.3790
41 H -1.9708 3.5558 1.7769
42 C -0.1192 -1.3676 -2.3992
43 N 1.1108 -1.9619 -1.9035
44 C 0.9700 -3.3941 -1.6442
45 C 1.8652 -1.2297 -1.0049
46 N 1.3940 -0.1856 -0.3951
47 N 3.1319 -1.7068 -0.8000
48 C 3.9531 -1.1377 0.2465
49 C 3.8659 -2.4253 -1.8295
50 H -0.4150 -1.9165 -3.2939
51 H 0.0485 -0.3270 -2.6606
52 H -0.9324 -1.4174 -1.6704
53 H 0.1248 -3.5822 -0.9720
54 H 1.8662 -3.7955 -1.1790
55 H 0.7917 -3.9149 -2.5859
56 H 2.1076 0.3061 0.1293
57 H 4.4311 -0.2012 -0.0646
58 H 4.7337 -1.8522 0.5042
59 H 3.3637 -0.9508 1.1431
60 H 3.2368 -2.5646 -2.7020
61 H 4.1957 -3.4015 -1.4656
62 H 4.7495 -1.8517 -2.1238

Values from the calculation:
- Spin multiplicity: 1
- Energy relative to the best compared isomer or geometry (same formula, charge and spin): 98.0 kJ/mol
- HOMO level (alpha / beta): -4.412 / -5.134 eV
- Calculated total energy: -71422.604 eV
- Gap between HOMO and LUMO (alpha / beta): 3.46 / 4.72 eV

***

No. 4
Entry from the Open Molecules 2025 dataset: C26H28N4O4 in the gas phase (ωB97M-V with the def2-TZVPD basis set).

Geometry (Å):
1 C 6.8477 0.7623 -0.4974
2 O 5.9127 1.1962 0.4586
3 C 4.5915 1.1976 0.1214
4 C 4.0829 0.8165 -1.1133
5 C 2.7156 0.8393 -1.3319
6 C 1.8339 1.2364 -0.3416
7 C 0.3520 1.2277 -0.5691
8 C -0.2151 2.6047 -0.9498
9 N -1.6593 2.5297 -0.9924
10 C -2.4099 2.8125 0.0982
11 O -2.0295 3.4801 1.0293
12 C -3.8005 2.1444 0.0370
13 C -4.7020 2.6093 1.1678
14 N -3.5629 0.7043 0.0855
15 C -3.5579 -0.0718 -1.0877
16 O -3.7638 0.3701 -2.1933
17 N -3.2962 -1.3502 -0.7345
18 C -2.8333 -2.3468 -1.6744
19 C -1.3027 -2.3141 -1.8120
20 C -0.6780 -2.0771 -0.4740
21 C -1.3822 -1.6816 0.6289
22 N -0.5424 -1.4829 1.6915
23 C 0.7389 -1.7248 1.2780
24 C 1.9401 -1.6237 1.9662
25 C 3.0967 -1.9214 1.2798
26 C 3.0657 -2.3196 -0.0589
27 C 1.8804 -2.4234 -0.7494
28 C 0.6942 -2.1191 -0.0830
29 C -2.8578 -1.4270 0.6465
30 C -3.6390 -2.4500 1.4722
31 C -3.1070 -0.0041 1.1563
32 O -2.9006 0.3836 2.2776
33 C 2.3526 1.6323 0.8869
34 C 3.7094 1.6150 1.1189
35 H 6.8430 1.4022 -1.3860
36 H 6.6651 -0.2752 -0.7964
37 H 7.8201 0.8305 -0.0120
38 H 4.7344 0.4926 -1.9095
39 H 2.3347 0.5278 -2.2939
40 H -0.1477 0.9125 0.3502
41 H 0.1042 0.5128 -1.3570
42 H 0.0496 3.3439 -0.1917
43 H 0.1656 2.9284 -1.9208
44 H -2.0605 1.9459 -1.7135
45 H -4.2578 2.3358 -0.9411
46 H -4.2065 2.4480 2.1211
47 H -4.8941 3.6722 1.0539
48 H -5.6452 2.0685 1.1509
49 H -3.3145 -2.1437 -2.6322
50 H -3.1595 -3.3229 -1.3074
51 H -0.9519 -3.2525 -2.2457
52 H -1.0145 -1.5080 -2.4951
53 H -0.8265 -1.0971 2.5773
54 H 1.9640 -1.3125 2.9993
55 H 4.0483 -1.8417 1.7830
56 H 3.9960 -2.5470 -0.5581
57 H 1.8632 -2.7276 -1.7853
58 H -3.4161 -2.3011 2.5256
59 H -3.3584 -3.4616 1.1894
60 H -4.7069 -2.3161 1.3155
61 H 1.6797 1.9490 1.6699
62 H 4.1179 1.9126 2.0716

Values from the calculation:
- Spin multiplicity: 1
- Energy relative to the best compared isomer or geometry (same formula, charge and spin): 0.0 kJ/mol
- HOMO level: -7.935 eV
- Calculated total energy: -41569.951 eV
- Gap between HOMO and LUMO: 8.58 eV